[1]
Density functional theory data (ωB97M-V/def2-TZVPD) for 2 unconnected molecules or ions with the total composition C10H18IN2S in a non-equilibrium geometry.

Structure (XYZ):
```
32
Properties=species:S:1:pos:R:3:nbo_charge:R:1
C 0.00 0.42 -2.03 -0.179
C 0.58 -0.56 -2.75 0.031
C 0.23 0.94 -0.62 0.423
C -1.15 1.92 2.58 -0.493
C -1.54 0.64 3.29 -0.291
C -0.21 0.85 2.77 0.098
C 0.31 -0.84 -4.25 -0.621
C 1.77 -1.19 -2.16 -0.659
C -2.57 -0.27 2.52 -0.579
C 1.30 -0.98 3.85 -0.757
N 0.89 2.11 -0.36 -0.769
N -0.30 0.14 0.27 -0.779
S 1.41 0.48 2.81 0.616
I -1.72 1.55 -2.84 0.104
H -1.66 2.08 1.61 0.282
H -1.17 2.88 3.16 0.275
H -1.63 0.77 4.33 0.263
H 0.25 -1.88 -4.27 0.223
H 1.15 -0.54 -4.74 0.226
H -0.61 -0.29 -4.64 0.237
H 2.67 -0.70 -2.45 0.238
H 1.74 -1.28 -1.11 0.220
H 1.96 -2.21 -2.61 0.230
H -1.98 -1.14 2.10 0.220
H -3.07 0.24 1.68 0.237
H -3.29 -0.59 3.21 0.236
H 2.15 -1.62 3.61 0.260
H 0.38 -1.51 3.47 0.252
H 1.29 -0.62 4.90 0.258
H 0.90 2.69 -1.09 0.409
H 0.69 2.34 0.61 0.395
H -0.67 -0.81 -0.04 0.390
```

Computed properties:
total charge = +1
gap between HOMO and LUMO = 6.58 eV
relative energy (zero: lowest compared OMol25 entry of this formula, charge and spin) = 167.73 kJ/mol
LUMO level = -4.9 eV
electronic energy = -1196.84079 Eh

***

[2]
Density functional theory data (ωB97M-V/def2-TZVPD) for a single C10H18N2O3 molecule in a non-equilibrium geometry.

Structure (XYZ):
```
33
Properties=species:S:1:pos:R:3:nbo_charge:R:1
C 1.13 -1.57 -2.58 -0.622
C -0.11 -1.87 -1.69 -0.241
C -1.08 -2.74 -2.49 -0.610
C -0.78 -0.76 -0.82 -0.103
N -1.81 0.12 -1.48 -0.822
C 0.16 0.42 -0.35 0.719
O 1.25 0.75 -0.88 -0.676
N -0.14 0.92 0.89 -0.433
C -1.25 0.88 1.85 -0.228
C -0.94 2.30 2.46 -0.376
C 0.55 2.41 2.67 -0.438
C 1.05 1.59 1.51 -0.179
C 1.98 0.41 1.94 0.745
O 1.93 0.00 3.08 -0.598
O 2.91 0.10 1.09 -0.648
H 1.52 -2.49 -3.12 0.213
H 1.99 -1.51 -1.99 0.228
H 1.03 -0.69 -3.26 0.216
H 0.20 -2.42 -0.78 0.203
H -0.71 -3.77 -2.71 0.230
H -1.23 -2.08 -3.42 0.203
H -2.01 -2.84 -1.99 0.198
H -1.29 -1.26 0.00 0.201
H -1.17 0.53 -2.26 0.352
H -2.42 -0.58 -1.99 0.356
H -1.17 -0.09 2.52 0.210
H -2.13 0.75 1.17 0.238
H -1.41 2.29 3.43 0.213
H -1.28 3.04 1.78 0.208
H 0.62 1.93 3.63 0.246
H 0.65 3.48 2.73 0.235
H 1.63 2.10 0.65 0.249
H 2.33 0.62 0.41 0.511
```

Computed properties:
gap between HOMO and LUMO = 9.96 eV
relative energy (zero: lowest compared OMol25 entry of this formula, charge and spin) = 338.19 kJ/mol
LUMO level = 0.6 eV
electronic energy = -726.98915 Eh
structure (SMILES) = CC(C)[C@H](N)C(=O)N1CCC[C@H]1C(=O)O

***

[3]
Density functional theory data (ωB97M-V/def2-TZVPD) for 2 unconnected molecules or ions with the total composition C10H18N2O3 in a non-equilibrium geometry.

Structure (XYZ):
```
33
Properties=species:S:1:pos:R:3:nbo_charge:R:1
C -1.29 0.30 -0.55 0.064
C -0.15 0.39 0.17 0.322
C -0.86 -0.49 -1.74 0.498
C -2.68 0.58 -0.07 -0.490
C 0.12 0.94 1.53 -0.525
C -2.86 1.92 0.51 -0.204
C -0.60 2.26 1.75 -0.207
C 2.73 -2.86 -0.57 -0.623
C 2.53 -2.29 -2.00 -0.496
C 1.19 -1.69 -2.25 0.115
N 0.53 -0.86 -1.40 -0.056
N -2.10 2.08 1.88 -0.511
O -1.39 -0.82 -2.73 -0.353
O 0.53 -2.22 1.75 -0.962
O 0.92 -0.29 -0.28 -0.078
H -3.36 0.56 -0.85 0.294
H -3.05 -0.16 0.65 0.270
H -0.01 0.31 2.38 0.290
H 1.21 1.03 1.67 0.306
H -2.43 2.60 -0.20 0.234
H -3.90 2.18 0.69 0.266
H -0.49 2.63 2.73 0.244
H -0.48 3.09 1.01 0.250
H 3.47 -2.22 -0.09 0.227
H 1.82 -2.85 -0.01 0.209
H 3.19 -3.88 -0.70 0.255
H 2.79 -3.07 -2.82 0.277
H 0.01 -2.93 1.49 0.474
H 0.50 -1.95 -3.00 0.250
H 3.27 -1.47 -2.20 0.260
H -2.36 2.91 2.34 0.448
H -2.48 1.20 2.40 0.452
H 1.11 -2.74 2.37 0.500
```

Computed properties:
2S+1 = 3
total charge = +2
gap between HOMO and LUMO (alpha / beta) = 6.58 / 6.21 eV
LUMO level (alpha / beta) = -7.2 / -11.5 eV
electronic energy = -726.23552 Eh

***

[4]
Density functional theory data (ωB97M-V/def2-TZVPD) for a single C10H18N2O5 molecule in a non-equilibrium geometry.

Structure (XYZ):
```
35
Properties=species:S:1:pos:R:3:nbo_charge:R:1
C 1.97 -1.31 1.66 -0.630
C 2.11 0.14 1.29 -0.245
C 3.52 0.62 1.60 -0.606
C 1.70 0.45 -0.25 -0.133
N 0.31 0.54 -0.49 -0.614
C -0.45 1.62 -0.12 0.658
O -0.02 2.61 0.44 -0.631
C -1.89 1.68 -0.56 -0.153
N -2.15 1.06 -1.87 -0.861
C -2.83 1.23 0.61 -0.405
C -2.66 -0.14 1.14 -0.544
C -2.59 -1.38 0.24 0.821
O -1.78 -1.44 -0.70 -0.641
O -3.38 -2.38 0.70 -0.648
C 2.52 -0.62 -1.13 0.801
O 3.69 -0.36 -1.49 -0.583
O 1.66 -1.63 -1.48 -0.683
H 0.99 -1.82 1.34 0.216
H 1.96 -1.36 2.77 0.223
H 2.93 -1.98 1.37 0.209
H 1.53 0.82 1.85 0.226
H 3.98 -0.03 2.41 0.199
H 4.02 0.49 0.68 0.223
H 3.73 1.57 1.82 0.214
H 2.25 1.45 -0.65 0.244
H -0.18 -0.15 -0.66 0.388
H -1.91 2.77 -0.58 0.236
H -1.57 1.23 -2.71 0.381
H -1.97 0.12 -1.55 0.369
H -3.84 1.56 0.12 0.237
H -2.70 1.94 1.53 0.242
H -1.81 -0.10 1.80 0.250
H -3.58 -0.33 1.84 0.240
H -3.02 -3.17 0.14 0.503
H 2.32 -2.37 -1.69 0.498
```

Computed properties:
gap between HOMO and LUMO = 9.11 eV
relative energy (zero: lowest compared OMol25 entry of this formula, charge and spin) = 391.43 kJ/mol
LUMO level = 0.2 eV
electronic energy = -877.49054 Eh
structure (SMILES) = CC(C)[C@H](NC(=O)[C@@H](N)CCC(=O)O)C(=O)O

***

[5]
Density functional theory data (ωB97M-V/def2-TZVPD) for a single C10H18N2O5 molecule in a non-equilibrium geometry.

Structure (XYZ):
```
35
Properties=species:S:1:pos:R:3:nbo_charge:R:1
C -3.64 -1.41 -0.29 -0.633
C -3.01 0.00 -0.51 -0.227
C -3.94 1.08 0.02 -0.607
C -1.74 0.20 0.45 -0.392
C -0.34 -0.58 0.46 -0.153
N 0.34 -0.20 1.63 -0.834
C 0.26 -0.58 -0.93 0.682
O -0.17 -1.44 -1.74 -0.609
N 1.50 -0.04 -1.16 -0.592
C 2.47 0.56 -0.24 -0.186
C 3.85 0.00 -0.22 -0.510
C 3.73 -1.48 0.04 0.785
O 4.69 -2.21 0.07 -0.574
O 2.44 -1.97 0.05 -0.676
C 2.25 2.13 -0.41 0.784
O 1.66 2.73 -1.22 -0.582
O 2.88 2.85 0.55 -0.683
H -4.40 -1.47 0.58 0.201
H -4.22 -1.84 -1.16 0.224
H -2.97 -2.25 0.05 0.217
H -2.92 0.25 -1.54 0.218
H -4.94 0.88 -0.33 0.214
H -3.58 2.10 -0.13 0.210
H -4.02 1.20 1.13 0.197
H -1.49 1.28 0.35 0.193
H -2.28 -0.02 1.39 0.205
H -0.55 -1.67 0.59 0.227
H 0.06 -0.75 2.43 0.381
H 0.17 0.76 1.82 0.357
H 1.79 0.15 -2.03 0.386
H 2.07 0.26 0.63 0.272
H 4.45 0.55 0.59 0.274
H 4.23 0.14 -1.28 0.243
H 2.61 -2.87 0.28 0.499
H 2.76 3.67 0.05 0.493
```

Computed properties:
gap between HOMO and LUMO = 9.74 eV
relative energy (zero: lowest compared OMol25 entry of this formula, charge and spin) = 369.98 kJ/mol
LUMO level = 0.4 eV
electronic energy = -877.49871 Eh
structure (SMILES) = CC(C)C[C@H](N)C(=O)N[C@@H](CC(=O)O)C(=O)O

***

[6]
Density functional theory data (ωB97M-V/def2-TZVPD) for a single C10H18N2O5 molecule in a non-equilibrium geometry.

Structure (XYZ):
```
35
Properties=species:S:1:pos:R:3:nbo_charge:R:1
C -4.23 0.68 0.65 -0.607
C -3.17 1.78 0.57 -0.226
C -3.18 2.53 -0.74 -0.610
C -1.77 1.20 0.85 -0.414
C -1.23 0.09 -0.11 -0.136
N -1.66 -1.26 0.17 -0.840
C 0.30 0.20 -0.30 0.682
O 0.92 1.26 -0.36 -0.643
N 0.95 -1.00 -0.42 -0.628
C 2.38 -1.03 -0.56 -0.149
C 3.17 -0.62 0.73 -0.524
C 4.63 -0.58 0.49 0.791
O 5.47 -1.03 1.24 -0.583
O 4.94 0.20 -0.58 -0.685
C 2.73 -2.46 -0.93 0.788
O 1.86 -3.35 -0.90 -0.605
O 4.03 -2.69 -1.22 -0.671
H -4.14 -0.01 -0.18 0.187
H -4.19 0.10 1.60 0.211
H -5.26 1.15 0.57 0.213
H -3.41 2.51 1.35 0.205
H -3.07 1.83 -1.62 0.198
H -2.39 3.28 -0.78 0.220
H -4.13 3.09 -0.90 0.212
H -1.70 0.87 1.89 0.200
H -1.04 2.02 0.76 0.236
H -1.58 0.33 -1.09 0.213
H -1.44 -1.53 1.12 0.359
H -2.64 -1.34 0.05 0.370
H 0.41 -1.82 -0.49 0.450
H 2.69 -0.31 -1.37 0.259
H 2.85 0.41 1.02 0.279
H 2.94 -1.29 1.60 0.241
H 5.87 0.36 -0.55 0.496
H 4.10 -3.61 -1.55 0.510
```

Computed properties:
gap between HOMO and LUMO = 10.06 eV
relative energy (zero: lowest compared OMol25 entry of this formula, charge and spin) = 57.47 kJ/mol
LUMO level = 0.6 eV
electronic energy = -877.61773 Eh
structure (SMILES) = CC(C)C[C@H](N)C(=O)N[C@@H](CC(=O)O)C(=O)O